[1]
{
  "formula": "C9H14NO3P",
  "method": "the ωB97M-V functional and the def2-TZVPD basis",
  "smiles": "CCCNC1=C(P(C)C)C(=O)OC1=O",
  "multiplicity": 1,
  "orbital_gap_ev": 7.980,
  "max_force_ev_per_a": 1.4,
  "de_lowest_kj_mol": 5.4,
  "e_homo_ha": -0.3227,
  "energy_ev": -26480.9141,
  "species": ["C", "C", "C", "N", "C", "C", "P", "C", "C", "C", "O", "O", "C", "O", "H", "H", "H", "H", "H", "H", "H", "H", "H", "H", "H", "H", "H", "H"],
  "positions_angstrom": [[-1.992, 1.074, 1.212], [-2.182, 1.265, -0.292], [-0.913, 1.192, -1.133], [-0.611, -0.169, -1.608], [-0.448, -1.147, -0.615], [0.577, -1.394, 0.216], [2.230, -0.677, 0.439], [2.794, -0.191, -1.234], [2.065, 0.860, 1.406], [0.174, -2.570, 1.049], [0.620, -2.923, 2.093], [-0.932, -3.149, 0.457], [-1.510, -2.174, -0.350], [-2.658, -2.200, -0.652], [-2.876, 1.398, 1.758], [-1.119, 1.605, 1.588], [-1.862, 0.019, 1.462], [-2.923, 0.565, -0.678], [-2.597, 2.264, -0.448], [-0.057, 1.608, -0.590], [-1.051, 1.810, -2.020], [0.175, -0.181, -2.241], [3.750, 0.311, -1.105], [2.111, 0.405, -1.839], [2.987, -1.122, -1.766], [1.470, 1.660, 0.966], [3.083, 1.234, 1.526], [1.695, 0.626, 2.402]],
  "nbo_charge": [-0.605, -0.427, -0.201, -0.647, 0.131, -0.419, 0.813, -0.934, -0.932, 0.764, -0.500, -0.503, 0.739, -0.491, 0.219, 0.200, 0.198, 0.231, 0.209, 0.164, 0.207, 0.381, 0.246, 0.206, 0.243, 0.216, 0.241, 0.252]
}

---

[2]
{
  "formula": "C9H14NOS",
  "method": "the ωB97M-V functional and the def2-TZVPD basis",
  "multiplicity": 1,
  "total_charge": 1,
  "orbital_gap_ev": 9.457,
  "max_force_ev_per_a": 4.2,
  "de_lowest_kj_mol": 195.0,
  "e_homo_ha": -0.4738,
  "energy_ev": -23923.8306,
  "species": ["C", "C", "C", "C", "C", "C", "C", "C", "C", "N", "O", "S", "H", "H", "H", "H", "H", "H", "H", "H", "H", "H", "H", "H", "H", "H"],
  "positions_angstrom": [[2.427, 1.494, 1.963], [2.266, 0.109, 1.867], [1.463, 2.378, 1.517], [1.182, -0.363, 1.216], [0.303, 1.895, 0.932], [0.220, 0.547, 0.730], [0.226, -0.351, -2.334], [-1.622, -1.823, -2.155], [-1.963, -1.253, 1.013], [-0.536, -1.116, -1.339], [-0.643, 2.636, 0.333], [-1.254, -0.007, -0.198], [3.419, 1.850, 2.389], [3.174, -0.459, 2.238], [1.457, 3.435, 1.712], [0.887, -1.458, 1.215], [-0.549, 3.584, 0.340], [0.850, -1.306, -2.765], [-0.514, 0.018, -3.083], [0.878, 0.384, -1.948], [-2.368, -1.178, -2.594], [-1.256, -2.456, -2.960], [-1.958, -2.484, -1.326], [-1.090, -1.908, 1.107], [-2.717, -1.624, 0.300], [-2.282, -0.545, 1.831]],
  "nbo_charge": [-0.125, -0.242, -0.277, -0.165, 0.326, -0.295, -0.440, -0.448, -0.690, -0.554, -0.671, 1.001, 0.246, 0.254, 0.235, 0.235, 0.513, 0.239, 0.198, 0.223, 0.209, 0.249, 0.210, 0.249, 0.246, 0.274]
}

---

[3]
{
  "formula": "C9H14NS",
  "method": "the ωB97M-V functional and the def2-TZVPD basis",
  "multiplicity": 1,
  "total_charge": 1,
  "orbital_gap_ev": 8.032,
  "max_force_ev_per_a": 5.5,
  "de_lowest_kj_mol": 273.5,
  "e_homo_ha": -0.4870,
  "energy_ev": -21875.3614,
  "species": ["C", "C", "C", "C", "C", "C", "C", "C", "C", "N", "S", "H", "H", "H", "H", "H", "H", "H", "H", "H", "H", "H", "H", "H", "H"],
  "positions_angstrom": [[-3.533, -0.136, 0.023], [-3.067, 1.183, -0.009], [-2.762, -1.162, 0.542], [-1.807, 1.475, 0.540], [-1.498, -0.840, 1.011], [-0.952, 0.458, 0.997], [1.661, -1.443, -0.176], [1.531, 0.715, -1.295], [0.357, 0.809, 1.469], [1.724, -0.059, -0.058], [3.253, 0.439, 0.725], [-4.479, -0.392, -0.274], [-3.546, 1.981, -0.387], [-3.196, -2.188, 0.603], [-1.608, 2.533, 0.602], [-0.979, -1.666, 1.482], [1.784, -1.848, 0.961], [0.800, -1.823, -0.682], [2.530, -2.025, -0.749], [1.912, 1.675, -1.060], [2.108, 0.133, -2.054], [0.395, 0.709, -1.683], [0.819, 1.829, 1.400], [0.805, 0.029, 2.252], [4.181, -0.305, 0.205]],
  "nbo_charge": [-0.100, -0.206, -0.217, -0.097, -0.116, -0.249, -0.467, -0.433, -0.005, -0.450, 0.190, 0.226, 0.227, 0.250, 0.229, 0.227, 0.228, 0.233, 0.231, 0.229, 0.219, 0.228, 0.247, 0.249, 0.130]
}